This record from OMol25 describes C5H7NOS as an isolated structure in a non-equilibrium geometry. The level of theory is the ωB97M-V functional and the def2-TZVPD basis.

The calculation puts the highest occupied orbital energy at -8.78 eV. As for the total energy: -722.78861 a.u. Its energy above the lowest of the compared OMol25 structures with the same formula, charge and spin is 81.2 kcal/mol. As for the largest force on an atom: 4.9 eV Å⁻¹. As for the charge: 0. The multiplicity is 1. The calculation puts the orbital gap at 8.45 eV.

Last column: Mulliken charge in e.
Geometry (Å):
1 C -0.1717 -1.5879 -0.5730  0.070
2 C 0.4543 -0.0149 1.2336  -0.690
3 C -0.5538 1.2546 -0.4500  -0.541
4 C -0.7024 -0.8582 0.6367  -0.061
5 C 0.8315 0.6234 -0.1239  -0.034
6 N 1.2236 -0.4379 -1.0149  -0.601
7 O -1.5096 0.2837 0.0462  -0.415
8 S -0.5333 -2.9395 -1.3377  -0.248
9 H -0.0891 0.7723 1.8415  0.307
10 H 1.2696 -0.5445 1.8667  0.308
11 H -0.7106 2.1628 0.0959  0.365
12 H -0.8030 1.4158 -1.6051  0.255
13 H -1.2695 -1.4691 1.2047  0.623
14 H 1.4283 1.5014 0.1593  0.359
15 H 1.1356 -0.1621 -1.9801  0.304

Cartesian forces (eV/Å) of the 3 atoms listed first:
2.666 1.815 -1.058
-0.436 -0.632 0.916
-0.690 -1.404 -2.181